(1)
Computed, not measured: C18H45N3Na4O10P as an isolated structure at a distorted geometry, with ωB97M-V/def2-TZVPD.

The geometry in XYZ format:
```
81
Properties=species:S:1:pos:R:3:forces:R:3
Na -8.550309 -16.005269 -2.804949 -0.068 -0.218 -0.018
Na -7.556163 -20.674736 -4.232464 -0.528 0.307 0.261
Na -4.724187 -18.676105 -3.687860 0.699 0.337 0.205
Na -7.455240 -19.708127 -0.296919 -0.140 0.689 -0.445
P -7.332801 -18.364699 -2.746913 0.162 2.469 2.059
O -8.677113 -18.769999 -3.250845 -1.526 -1.710 -2.034
O -7.660567 -17.577169 -1.424007 1.001 -1.148 0.102
O -6.614363 -17.373353 -3.693059 0.134 -0.997 0.043
O -6.521571 -19.685930 -2.497179 0.657 -0.074 -0.154
C -4.456808 -19.261514 -0.106226 0.758 0.465 1.203
O -3.600984 -18.993009 -1.175109 -0.546 0.639 -0.461
C -2.838850 -20.104333 -1.553084 0.387 -0.108 -0.449
C -1.646105 -19.649276 -2.395633 0.106 -2.055 -0.159
N -1.956671 -19.743480 -3.829634 -2.542 0.899 0.661
C -0.904275 -19.362201 -4.706923 -0.313 1.830 1.199
C -0.735293 -17.857178 -4.860105 0.314 0.257 -1.950
O -0.043724 -17.285954 -3.788715 0.590 0.606 0.933
C 0.328170 -15.925310 -4.018445 -0.692 0.500 -0.513
H -5.228509 -20.016936 -0.254254 0.121 -0.248 -0.602
H -4.901359 -18.325955 0.233194 -0.106 0.017 -0.252
H -3.803948 -19.615143 0.691789 -0.248 -0.184 0.480
H -3.514991 -20.760529 -2.101129 0.120 -0.414 -0.489
H -2.510167 -20.709600 -0.708268 0.156 0.295 0.445
H -0.862404 -20.403822 -2.328015 0.371 -0.184 0.949
H -1.184837 -18.743641 -2.001735 -0.514 0.380 -0.640
H -2.118268 -20.710419 -4.072555 -0.290 -0.228 0.649
H -1.227453 -19.865936 -5.617913 1.360 0.220 -0.438
H -0.002115 -19.569815 -4.131499 0.986 -1.062 -1.097
H -1.604483 -17.258482 -5.132460 -0.754 -0.265 0.464
H -0.145922 -17.770039 -5.772880 0.576 0.132 -0.259
H -0.473515 -15.420241 -4.557246 -0.271 0.023 -0.143
H 1.212182 -15.746000 -4.630379 0.278 -0.729 -0.106
H 0.464493 -15.315717 -3.125179 -0.035 -0.761 0.471
C -11.772747 -18.380056 1.521275 -1.508 -1.160 -0.284
O -12.280431 -18.650777 0.176963 1.253 -0.143 1.171
C -11.461549 -17.990323 -0.756261 -0.122 0.677 -1.434
C -11.992212 -18.263474 -2.205582 0.295 -0.181 1.472
N -11.202440 -17.714013 -3.327523 -1.770 1.179 1.782
C -11.921060 -17.780395 -4.619221 0.999 -1.238 1.412
C -11.981850 -19.247910 -5.149326 -0.479 1.546 -0.425
O -13.075138 -19.312190 -6.083665 1.939 0.070 -1.174
C -12.779034 -18.605909 -7.338229 -1.376 -0.315 0.518
H -10.688366 -18.331092 1.620398 0.051 0.135 -0.420
H -12.129478 -19.222918 2.113230 0.175 -0.128 0.046
H -12.257914 -17.523600 1.989463 0.202 0.448 -0.410
H -10.416652 -18.300493 -0.747148 0.324 -0.141 0.459
H -11.533390 -16.940152 -0.473237 0.394 0.474 -0.516
H -13.025178 -17.938514 -2.081214 -0.148 0.172 -1.039
H -11.984672 -19.352487 -2.251244 -0.381 -0.325 -0.054
H -10.291488 -18.139918 -3.233265 0.298 -0.321 -0.954
H -11.418492 -17.042403 -5.244441 -0.185 -0.415 -0.580
H -12.961054 -17.486731 -4.476816 0.091 0.252 0.117
H -12.141157 -19.978989 -4.356696 -0.563 0.299 0.103
H -11.000898 -19.522646 -5.537105 0.071 -0.040 -0.742
H -12.854907 -17.522593 -7.244585 -0.109 0.082 0.379
H -13.583657 -18.929769 -7.998369 0.072 0.091 -0.051
H -11.841932 -18.778857 -7.867406 0.371 -0.681 0.598
C -4.479384 -15.171545 -2.427202 0.648 0.594 -1.389
O -4.697247 -14.553200 -3.693061 0.223 0.472 -0.940
C -3.617540 -14.548404 -4.685062 -1.638 -0.299 0.351
C -4.113895 -15.333228 -5.934494 0.034 0.342 2.003
N -4.567703 -16.674550 -5.578575 0.538 -1.633 -2.230
C -5.030216 -17.383030 -6.840963 0.890 0.787 0.316
C -3.890145 -17.932825 -7.719346 0.280 -0.256 0.545
O -3.440915 -17.135061 -8.864924 -1.375 -1.156 0.944
C -4.354229 -17.281192 -9.960697 0.077 0.729 -0.109
H -4.192902 -16.203293 -2.630982 -0.060 -0.240 0.629
H -5.411228 -15.073198 -1.870346 0.190 -0.272 0.008
H -3.668055 -14.625481 -1.945895 0.062 -0.235 0.493
H -2.673963 -14.890047 -4.259567 -0.091 -0.577 0.057
H -3.422471 -13.518729 -4.984778 -0.227 0.170 0.037
H -3.263611 -15.318354 -6.616322 -0.302 -0.365 -0.445
H -5.012210 -14.862503 -6.333935 0.388 0.820 -0.387
H -5.316124 -16.703397 -4.900979 -0.483 0.737 0.008
H -5.566674 -16.819856 -7.604609 -0.527 1.088 0.504
H -5.755227 -18.156307 -6.586993 0.260 -0.289 0.330
H -4.278321 -18.925677 -7.946655 0.301 -0.182 -1.213
H -3.032090 -18.146779 -7.082108 0.324 0.420 -0.154
H -4.425722 -18.315231 -10.297982 -0.076 -0.068 0.102
H -4.070373 -16.650308 -10.803014 0.823 -0.170 0.102
H -5.333605 -16.845665 -9.762601 -0.348 -0.436 0.551
```
Forces are in eV/Å.

As for the charge: +1. The HOMO energy comes out at -0.374 Eh. The value obtained for the total energy is -2619.97467 hartree. The calculation puts the gap between HOMO and LUMO at 6.71 eV. The multiplicity is 1.



(2)
Computed, not measured: C37H39CsN10O6S as an isolated structure, with ωB97M-V/def2-TZVPD.

The geometry in XYZ format:
```
94
Properties=species:S:1:pos:R:3:forces:R:3
Cs -0.640987 2.002666 0.706962 0.385 -0.235 -0.200
O 2.558711 5.948001 1.536059 -0.059 0.047 -0.009
C 1.869209 5.040967 1.072482 0.038 -0.058 0.001
N 0.675249 4.586995 1.495549 0.088 0.256 0.121
C -0.181589 5.390933 2.148564 0.066 -0.030 0.038
O -0.334756 6.607355 2.047757 0.014 -0.015 0.006
C -1.166663 4.654767 3.070886 0.023 0.042 0.022
C -2.221082 5.382621 3.618427 -0.018 0.004 0.010
C -3.109816 4.745109 4.463831 0.011 -0.021 -0.003
C -2.922025 3.398471 4.742752 -0.012 0.010 0.008
C -1.847206 2.753831 4.153810 0.046 0.014 -0.003
N -0.986368 3.361310 3.339567 0.006 0.178 0.211
C 2.477516 4.247633 -0.088066 -0.033 0.028 0.034
C 3.562707 4.795336 -0.765979 0.023 -0.007 -0.005
C 4.111686 4.097697 -1.827807 -0.012 -0.002 0.017
C 3.571116 2.868571 -2.177190 0.011 0.016 0.000
C 2.495261 2.396028 -1.441313 -0.032 -0.059 0.009
N 1.957462 3.067318 -0.423949 0.157 0.119 -0.044
H -2.305143 6.428296 3.359879 0.008 0.003 0.000
H -3.942261 5.286003 4.898724 0.000 0.004 -0.003
H -3.594932 2.853434 5.391645 -0.004 -0.001 -0.002
H -1.667909 1.697235 4.332328 -0.003 0.000 -0.016
H 3.944313 5.750228 -0.434151 -0.002 0.000 0.004
H 4.953354 4.505083 -2.375754 0.001 -0.004 -0.003
H 3.969354 2.282538 -2.995476 -0.004 -0.006 0.000
H 2.034391 1.437428 -1.667972 0.001 0.000 0.000
C -1.871835 -2.635432 3.718303 -0.008 0.016 0.008
C -1.238235 -1.386180 3.173191 0.053 -0.044 -0.112
N -1.580721 -0.820140 2.072908 -0.122 0.374 0.025
N -2.532351 -1.388833 1.304842 -0.052 -0.217 -0.069
C -3.099327 -0.507781 0.467514 -0.057 -0.093 0.101
O -3.030815 0.734951 0.503575 -0.553 -0.348 -0.128
C -3.917137 -1.156055 -0.624860 0.010 -0.007 -0.010
C -4.238785 -0.398877 -1.746418 0.009 -0.009 0.008
C -4.934796 -0.964352 -2.804940 -0.003 -0.007 -0.001
C -5.334512 -2.292639 -2.744806 0.001 0.006 -0.002
C -5.028739 -3.051122 -1.622084 0.001 -0.014 0.000
C -4.318816 -2.488648 -0.571294 0.010 0.025 0.004
C -0.187742 -0.687629 3.945535 0.070 -0.014 -0.030
C -0.021433 -0.919564 5.314142 0.007 0.015 0.014
C 0.913608 -0.179442 6.018435 0.011 0.009 -0.002
C 1.670411 0.770608 5.352326 -0.022 -0.030 0.005
C 1.463553 0.914756 3.986342 -0.019 -0.008 0.063
N 0.578841 0.206290 3.299681 -0.011 0.030 -0.040
H -2.471938 -3.086088 2.931353 0.008 -0.010 0.002
H -2.531205 -2.417711 4.565149 -0.003 0.003 -0.008
H -1.118418 -3.349152 4.060672 0.007 0.006 0.006
H -3.915111 0.633298 -1.769515 0.001 0.004 -0.003
H -5.158789 -0.371002 -3.683469 0.003 0.006 0.001
H -5.872870 -2.738429 -3.572907 -0.002 0.002 0.000
H -5.332980 -4.090204 -1.572821 0.001 -0.001 0.005
H -4.052976 -3.070731 0.300566 -0.001 -0.009 -0.003
H -0.633105 -1.655050 5.818937 -0.004 0.001 -0.010
H 1.044371 -0.339328 7.082418 -0.003 -0.001 0.000
H 2.402737 1.378031 5.865829 0.004 0.007 -0.012
H 2.036672 1.639395 3.415879 -0.003 0.006 0.012
C 1.027581 -1.170992 -4.599350 -0.070 0.019 -0.027
N -0.067079 -0.559408 -3.845422 0.015 -0.023 -0.066
C -0.085950 0.879308 -3.984186 -0.017 0.025 0.010
C -0.272645 -1.044019 -2.548567 0.096 -0.079 0.027
N -0.161433 -0.239870 -1.546406 -0.046 -0.024 0.123
N -0.570578 -2.377885 -2.482874 0.006 0.049 -0.016
C -1.165675 -3.120306 -3.578984 0.030 0.056 0.026
C -0.599818 -3.062729 -1.210774 0.084 -0.004 -0.023
H 1.989127 -0.712466 -4.337717 0.002 0.015 0.010
H 0.855787 -1.020933 -5.668499 0.012 -0.016 0.008
H 1.114346 -2.235927 -4.404782 -0.027 -0.057 0.021
H -0.195707 1.120390 -5.044664 -0.004 0.000 -0.003
H 0.833347 1.354005 -3.619283 0.014 0.001 0.014
H -0.921950 1.297230 -3.427454 0.000 0.003 -0.004
H -0.458731 -0.700177 -0.687413 -0.055 -0.012 -0.073
H -1.377470 -2.449311 -4.406335 0.017 0.005 -0.023
H -2.113029 -3.553614 -3.239393 -0.012 -0.022 -0.013
H -0.493466 -3.915532 -3.912865 -0.002 0.007 0.004
H -1.585630 -3.025332 -0.740144 -0.077 0.016 0.025
H 0.127814 -2.627879 -0.529786 -0.018 -0.002 -0.013
H -0.314118 -4.103694 -1.377269 0.003 0.010 0.005
N 2.935525 -0.573256 1.101232 0.036 0.006 -0.030
C 3.077270 -1.407718 -0.017395 0.048 0.007 0.002
C 3.701838 -0.956214 -1.179353 -0.042 0.014 0.015
C 3.803488 -1.779342 -2.292512 0.004 -0.095 0.031
C 3.312888 -3.077127 -2.259130 0.047 0.102 -0.050
C 2.752959 -3.549919 -1.081727 -0.041 -0.039 0.015
C 2.636110 -2.730045 0.027403 0.030 -0.013 0.020
S 3.334352 -4.120901 -3.712687 -0.062 -0.020 -0.024
O 4.149511 -5.272131 -3.351543 0.021 -0.024 0.010
O 3.900380 -3.285257 -4.765812 -0.009 0.011 0.014
O 1.924000 -4.456016 -3.926320 0.032 0.024 0.012
H 2.113720 -0.765485 1.659261 -0.027 0.015 -0.020
H 2.958661 0.408174 0.864782 -0.015 0.060 -0.022
H 4.078597 0.060742 -1.213624 0.003 -0.024 -0.014
H 4.255895 -1.427706 -3.211100 -0.003 0.024 0.004
H 2.381341 -4.567269 -1.051397 -0.005 0.005 0.008
H 2.171602 -3.100147 0.936063 -0.001 -0.008 -0.002
```
Forces are in eV/Å.

As for the charge: -2. Its energy relative to the best compared isomer or geometry (same formula, charge and spin) is 0.3038 eV. The HOMO energy comes out at -0.119 Eh. The value obtained for the total energy is -2850.85637 hartree. The calculation puts the gap between HOMO and LUMO at 6.70 eV. The multiplicity is 1.



Among the records above, which one has the lowest gap between HOMO and LUMO?
C37H39CsN10O6S



Which formula does entry 2 have?
C37H39CsN10O6S



What is the formula in the second record?
C37H39CsN10O6S